1.
Computed, not measured: C19H23ClN4O4P2S as an isolated structure at a distorted geometry, with the ωB97M-V functional and the def2-TZVPD basis.

The geometry in XYZ format:
```
54
Properties=species:S:1:pos:R:3:forces:R:3:nbo_charge:R:1
C 4.69998 -1.97896 -1.70277 0.148 0.741 -0.394 -0.609
C 3.69520 -0.79546 -1.62391 -0.030 -0.767 -0.374 -0.411
C 2.19145 -1.23348 -1.45480 0.728 0.053 0.481 -0.182
Cl 2.06369 -3.00760 -1.00770 -0.339 0.318 -0.353 -0.070
C 1.48034 -0.46108 -0.35407 0.036 -0.227 0.219 -0.088
C 0.42310 0.39124 -0.53877 -0.201 0.117 -0.512 0.152
C -0.08685 0.61780 -1.96730 -0.455 0.029 -0.049 -0.611
C 0.51903 1.90106 -2.56591 0.003 1.143 0.380 0.708
O 0.74341 2.82866 -1.80312 0.131 -0.597 -0.225 -0.604
N 0.78663 2.08804 -3.94273 0.241 -2.117 0.989 -0.449
C 0.55547 0.88663 -4.75711 0.309 0.346 -1.318 -0.429
C 2.16185 2.59564 -4.11199 -0.100 1.069 -0.638 -0.419
C -0.22421 1.08655 0.57576 0.596 0.681 0.337 -0.275
P -1.68458 2.18536 0.22628 -1.686 -0.936 -0.492 1.301
N -2.78217 1.34035 -0.54291 0.391 0.584 -0.529 -1.347
C 0.22805 0.93373 1.86252 -0.103 -0.533 0.093 -0.380
P -0.48790 1.80774 3.31247 0.934 1.372 0.186 1.503
O -0.76949 3.24991 3.07133 -0.360 -0.287 -0.194 -1.096
C 1.34091 0.03029 2.10563 -1.464 1.226 -0.382 0.091
N 1.83340 -0.16092 3.33485 1.213 -1.418 -1.565 -0.595
S 3.06472 -1.21917 3.03968 -0.246 0.166 0.084 0.924
N 2.96810 -1.42258 1.43898 -0.254 0.527 0.265 -0.608
C 1.95604 -0.65585 0.99835 0.068 0.169 1.137 0.167
H 4.82051 -2.48012 -0.73375 -0.009 0.151 -0.377 0.227
H 5.65559 -1.53986 -2.04343 -0.209 -0.309 0.385 0.210
H 4.41438 -2.70833 -2.47812 -0.029 0.233 0.430 0.213
H 3.75427 -0.27822 -2.59861 -0.076 0.047 0.468 0.205
H 4.00907 -0.08992 -0.83897 -0.253 -0.292 -0.234 0.219
H 1.71909 -1.15862 -2.43755 -0.042 -0.063 0.499 0.227
H -1.18975 0.76658 -1.94224 0.415 -0.106 0.034 0.320
H 0.07811 -0.29282 -2.55315 -0.053 0.449 0.070 0.231
H 0.44912 1.22840 -5.80487 -0.003 -0.186 0.431 0.212
H -0.37135 0.35364 -4.51684 0.348 0.257 0.148 0.219
H 1.43553 0.20638 -4.77153 -0.492 0.093 0.301 0.177
H 2.91811 1.98016 -3.59358 -0.313 0.231 -0.035 0.183
H 2.17565 3.64068 -3.77056 0.253 -0.526 0.157 0.235
H 2.43133 2.63426 -5.18223 -0.334 -0.212 0.382 0.205
H -1.24272 3.31998 -0.48581 0.417 -0.198 0.464 -0.014
H -2.26497 2.64904 1.42768 0.851 0.081 -0.087 0.003
H -3.62733 1.31499 0.01425 0.060 -0.210 -0.145 0.378
H -1.58962 1.07377 3.81604 0.286 -0.218 -0.219 -0.075
H 0.51696 1.73978 4.31154 -0.365 -0.663 -0.262 -0.043
C -4.75875 -0.75896 2.99017 -0.079 -0.005 0.055 -0.225
C -5.35944 -1.56692 3.86032 -0.002 0.109 -0.060 -0.227
C -4.71196 -2.81979 4.32056 -0.061 -0.075 0.068 0.474
O -5.25905 -3.55702 5.11153 0.018 0.024 -0.019 -0.480
C -3.36935 -3.13592 3.77482 0.112 0.019 -0.060 -0.227
C -2.76927 -2.32751 2.90458 0.005 -0.101 0.040 -0.226
C -3.41684 -1.07550 2.44529 0.038 -0.027 -0.104 0.476
O -2.86709 -0.33746 1.65287 -0.035 -0.152 0.533 -0.500
H -5.21577 0.15905 2.64216 0.030 0.003 -0.025 0.232
H -6.33842 -1.35202 4.26945 0.005 -0.043 0.023 0.235
H -2.91240 -4.05365 4.12266 -0.039 -0.006 0.028 0.235
H -1.78982 -2.54197 2.49460 -0.008 0.037 -0.037 0.233
```
Positions in Å, forces in eV/Å.

Results
Highest occupied orbital energy = -8.194 eV
Frontier orbital gap = 6.50 eV
Total charge = 0
F_max = 2.4 eV/Å

=====

2.
Computed, not measured: C19H23F17OPTl as an isolated structure at a distorted geometry, with the ωB97M-V functional and the def2-TZVPD basis.

The geometry in XYZ format:
```
62
Properties=species:S:1:pos:R:3:forces:R:3:nbo_charge:R:1
C 0.25668 -0.04780 5.42830 0.967 0.637 -1.590 -0.648
C -0.80723 -0.27297 4.32692 0.390 -0.569 -0.120 -0.813
P 0.09108 0.19709 2.76248 0.529 0.979 -0.476 0.927
C 1.24657 -1.16295 2.46808 -0.270 -0.120 -0.473 -0.955
C -1.27867 0.19005 1.40750 -1.236 -0.129 3.075 0.334
C -1.74113 1.52202 1.08737 1.189 0.104 -2.309 -0.643
C -0.61337 2.47983 0.64625 -0.207 0.178 0.156 -0.411
C 0.23232 1.80873 -0.42676 0.249 0.197 -0.245 -0.378
C 1.10728 2.81186 -1.19257 -0.175 -0.629 -0.014 -0.413
C 0.44159 3.25698 -2.49563 0.195 0.284 -0.078 -0.426
C 0.74841 4.71577 -2.88104 -0.273 -0.087 -0.206 -0.058
O 0.87829 5.54145 -1.74702 -0.011 -0.039 0.077 -0.558
C 2.16030 6.09920 -1.50691 -0.071 0.040 0.110 -0.248
C -2.38965 -0.87903 1.63285 -0.081 -0.056 -0.513 0.487
F -1.91227 -1.93951 2.32997 -0.156 0.223 -0.386 -0.311
F -3.28763 -0.24963 2.44597 0.244 -0.087 -0.125 -0.297
C -3.19185 -1.40981 0.38767 -0.343 -0.214 0.148 0.595
F -3.46681 -0.36942 -0.42243 0.118 -0.215 0.241 -0.288
F -4.34644 -1.88108 0.88924 0.322 0.118 -0.167 -0.269
C -2.56147 -2.58100 -0.45598 -0.342 -0.138 -0.498 0.594
F -2.72731 -3.73739 0.19636 0.183 0.368 0.098 -0.274
F -3.26861 -2.61389 -1.60295 0.079 -0.008 0.312 -0.276
C -1.08483 -2.37060 -0.84790 -0.041 0.098 -0.067 0.575
F -0.31510 -2.50997 0.26290 -0.193 0.125 -0.070 -0.317
F -0.98655 -1.07514 -1.26104 0.138 -0.309 0.352 -0.300
C -0.57139 -3.31811 -1.98056 0.074 0.337 -0.518 0.597
F -0.89128 -2.73267 -3.15599 -0.057 -0.276 0.359 -0.284
F -1.16662 -4.51469 -1.88490 0.173 0.364 0.099 -0.275
C 0.97617 -3.46695 -1.93742 0.105 -0.303 0.145 0.586
F 1.29414 -4.30661 -0.92298 -0.111 0.329 -0.234 -0.298
F 1.51074 -2.24235 -1.68750 -0.174 -0.420 -0.001 -0.307
C 1.57041 -4.02229 -3.26976 0.156 0.325 -0.126 0.556
F 0.72560 -4.91291 -3.81575 0.142 0.192 0.160 -0.284
F 1.73943 -2.98242 -4.11080 -0.170 -0.255 0.162 -0.287
C 2.96045 -4.69734 -3.06929 -0.298 0.125 -0.255 0.929
F 3.55049 -4.78166 -4.24012 0.254 -0.040 -0.453 -0.280
F 2.82024 -5.90705 -2.56971 -0.066 -0.363 0.333 -0.287
F 3.70999 -3.95634 -2.25899 0.125 0.177 0.254 -0.306
H 0.71821 0.92483 5.25150 0.092 0.096 0.359 0.275
H 1.02872 -0.80160 5.30113 0.083 -0.094 0.419 0.257
H -0.09526 -0.04953 6.46294 1.253 0.533 -0.146 0.158
H -1.11076 -1.32143 4.32504 -0.200 -0.028 -0.261 0.241
H -1.67495 0.38045 4.44052 -0.051 0.123 -0.222 0.242
H 0.75099 -2.12750 2.44028 0.062 -0.177 0.134 0.260
H 1.69013 -0.97439 1.49089 0.170 -0.052 -0.005 0.285
H 2.02984 -1.11864 3.21945 0.061 -0.006 0.038 0.274
H -2.50644 1.49379 0.30744 -0.307 -0.015 0.208 0.299
H -2.24166 1.89894 1.99605 -0.073 -0.245 0.257 0.372
H -0.00605 2.81063 1.48694 0.088 -0.044 0.054 0.231
H -1.06673 3.37782 0.22430 -0.153 -0.004 0.078 0.255
H 0.87505 1.02778 0.01409 -0.191 -0.092 0.171 0.192
H -0.44159 1.33586 -1.14119 0.012 -0.257 -0.032 0.209
H 2.04773 2.31541 -1.43437 0.162 0.216 0.101 0.222
H 1.30590 3.65820 -0.53828 0.141 0.107 -0.065 0.228
H 0.79904 2.61443 -3.30080 -0.135 -0.051 -0.096 0.222
H -0.64179 3.12143 -2.46507 -0.062 0.038 0.246 0.191
H 1.62171 4.76058 -3.53302 0.216 0.088 0.172 0.179
H -0.08981 5.08933 -3.47139 0.013 0.056 -0.069 0.193
H 2.15981 7.15956 -1.75583 0.068 0.039 -0.112 0.194
H 2.93845 5.58629 -2.07106 0.046 -0.004 -0.095 0.174
H 2.39307 6.00228 -0.44581 -0.034 -0.008 0.057 0.177
Tl -1.89556 -0.84588 6.66839 -2.620 -1.163 1.651 0.980
```
Positions in Å, forces in eV/Å.

Results
Highest occupied orbital energy = -13.467 eV
Frontier orbital gap = 3.32 eV
Total charge = +2
F_max = 3.3 eV/Å

=====

3.
Computed, not measured: one molecule with the formula C19H23FN4O4 at a distorted geometry, with the ωB97M-V functional and the def2-TZVPD basis.

The geometry in XYZ format:
```
51
Properties=species:S:1:pos:R:3:forces:R:3:nbo_charge:R:1
C -2.49495 -3.96519 -1.08359 -0.102 -0.049 -0.196 -0.256
H -2.54773 -3.06400 -1.70174 0.006 -0.028 0.008 0.185
O -1.88414 -3.69629 0.15774 0.126 0.073 0.246 -0.492
C -0.64215 -3.14987 0.15467 0.336 0.107 -0.031 0.317
C 0.12222 -2.93366 -0.98367 -0.155 -0.155 -0.049 -0.378
C 1.34712 -2.30825 -0.85251 0.092 -0.119 0.413 0.513
C 1.86532 -1.89698 0.36421 0.161 -0.095 -0.392 -0.181
C 1.10595 -2.17789 1.49660 -0.107 -0.164 -0.225 -0.177
C -0.12267 -2.79180 1.40148 -0.165 -0.019 0.068 -0.234
H -0.71697 -2.98914 2.27955 -0.067 -0.033 0.109 0.218
H 1.48995 -1.88551 2.46257 0.027 0.056 0.128 0.219
C 3.14155 -1.10884 0.45620 0.046 -0.059 -0.057 -0.231
N 2.86428 0.27324 0.84597 0.112 -0.019 0.099 -0.445
C 4.05968 1.05672 1.04485 0.284 0.204 -0.135 -0.216
H 3.81234 1.88981 1.71287 0.188 -0.003 -0.013 0.198
H 4.81872 0.43838 1.52548 -0.027 0.008 0.028 0.209
C 4.58467 1.63658 -0.27613 0.043 -0.418 0.319 -0.240
N 3.55812 2.51399 -0.78219 0.239 0.272 -0.193 -0.611
C 2.24903 2.30945 -0.53343 0.249 0.029 -0.058 0.680
O 1.41149 3.16070 -0.77057 -0.358 0.051 -0.051 -0.642
C 1.87227 0.93286 -0.00038 -0.598 -0.071 0.190 -0.155
C 0.51868 1.05215 0.72957 0.079 -0.034 -0.387 -0.493
H 0.48943 1.97550 1.29852 0.001 -0.008 0.075 0.224
C -0.61168 0.93865 -0.27432 -0.014 0.293 0.246 0.706
O -0.65862 -0.00496 -1.04823 0.129 -0.353 -0.177 -0.671
N -1.57500 1.88489 -0.26579 -0.295 0.129 -0.264 -0.424
C -1.57544 3.05869 0.57880 0.229 0.174 0.249 -0.423
H -2.44764 3.66160 0.33619 -0.018 -0.025 0.028 0.213
H -0.67804 3.65160 0.39285 -0.068 0.020 0.073 0.235
H -1.63244 2.78993 1.63619 -0.032 0.092 -0.011 0.198
C -2.68702 1.72413 -1.18488 0.019 -0.121 -0.122 -0.270
C -3.88870 1.20695 -0.46798 -0.077 -0.801 0.322 0.315
C -4.12164 0.02690 0.18448 0.122 0.607 -0.377 -0.372
C -5.43192 0.18192 0.68590 0.308 0.343 -0.278 -0.041
N -5.92176 1.34533 0.35967 -1.097 -0.230 0.588 -0.130
O -4.97161 1.99215 -0.35224 0.704 0.188 -0.411 -0.272
H -6.01673 -0.50770 1.26012 -0.213 -0.089 0.134 0.217
H -3.46128 -0.80802 0.28420 0.220 -0.190 -0.004 0.245
H -2.36871 0.99793 -1.93974 -0.151 0.219 0.094 0.267
H -2.92341 2.67750 -1.66267 0.038 -0.063 0.013 0.219
H 0.42487 0.20535 1.41007 -0.021 0.101 -0.083 0.254
H 1.69929 0.32938 -0.90434 0.035 0.099 0.072 0.248
H 3.81055 3.41213 -1.16660 -0.144 -0.059 0.028 0.408
H 4.78667 0.82565 -0.98711 0.115 0.064 0.086 0.190
H 5.50630 2.20060 -0.12290 -0.060 -0.019 -0.030 0.210
H 3.77945 -1.53631 1.23641 0.012 0.011 -0.108 0.206
H 3.67794 -1.17208 -0.50350 0.000 -0.033 0.123 0.187
F 2.06541 -2.09749 -1.98047 -0.141 0.072 0.078 -0.340
H -0.21411 -3.19760 -1.97165 -0.069 -0.010 -0.110 0.235
H -3.50213 -4.30676 -0.84967 0.067 0.015 -0.067 0.200
H -1.96479 -4.75233 -1.62888 -0.009 0.040 0.011 0.177
```
Positions in Å, forces in eV/Å.

Results
Highest occupied orbital energy = -8.509 eV
Frontier orbital gap = 9.23 eV
SMILES string = COc1ccc(CN2CCNC(=O)[C@@H]2CC(=O)N(C)Cc2ccno2)c(F)c1
Total charge = 0
ΔE to the lowest compared entry with this formula, charge and spin = 0.185 eV
F_max = 1.3 eV/Å